# 1
DFT (ωB97M-V/def2-TZVPD) results for an isolated ion of composition C7H12NO and charge +1 in a non-equilibrium geometry.

Output
Relative energy (zero: lowest compared OMol25 entry of this formula, charge and spin) ... 82.10 kcal/mol
Total charge ... +1
Max |F| ... 3.76 eV/A
Kohn-Sham gap ... 0.376 Ha
E_LUMO ... -4.5 eV
DFT total energy ... -10980.8646 eV

XYZ file:
```
21
Properties=species:S:1:pos:R:3:forces:R:3
C -3.03218 0.55868 0.46700 2.356 -0.921 0.202
C -1.93416 0.18202 0.80851 -0.744 0.538 -0.284
C 0.58497 1.39231 0.23931 -0.331 -0.049 0.128
C 1.19418 0.17601 -0.51506 2.370 2.742 -1.013
C -0.65021 -0.18129 1.38243 -2.225 -1.761 0.084
C 1.55573 0.67214 -1.97026 0.064 0.808 -1.482
C -0.76742 -1.37173 2.33002 1.087 -1.030 1.297
N 0.23583 -0.85026 -0.44623 -0.768 -3.183 0.811
O 0.20903 0.75707 1.55552 0.584 0.584 -1.238
H -3.89289 0.83422 -0.04380 -1.255 0.422 -0.231
H 1.26486 2.16482 0.58867 0.213 -0.115 -0.509
H -0.23040 1.85652 -0.40751 0.415 -0.677 1.474
H 2.15301 -0.01421 0.04705 -1.141 -0.673 -0.581
H 0.57528 0.85843 -2.52667 1.244 -0.349 0.587
H 2.26326 0.08286 -2.69081 -1.486 0.375 1.840
H 2.06829 1.68172 -1.95128 -0.614 -1.007 0.358
H -1.42467 -2.23623 1.97031 0.781 1.633 0.125
H -1.18729 -1.04429 3.35571 0.605 -0.217 -1.698
H 0.26682 -1.81921 2.53417 -1.361 0.760 -0.226
H -0.64764 -0.77425 -1.00330 1.475 0.028 0.163
H 0.67794 -1.83486 -0.52118 -1.270 2.092 0.193
```
Positions in Å, forces in eV/Å.

---

# 2
DFT (ωB97M-V/def2-TZVPD) results for an isolated ion of composition C7H12NO and charge +1 in a non-equilibrium geometry.

Output
Relative energy (zero: lowest compared OMol25 entry of this formula, charge and spin) ... 9.85 kcal/mol
Total charge ... +1
⟨S²⟩ ... 2.021
Max |F| ... 5.73 eV/A
Kohn-Sham gap (spin up / spin down) ... 0.267 / 0.289 Ha
E_LUMO (spin up / spin down) ... -3.4 / -6.8 eV
Multiplicity ... 3
DFT total energy ... -10979.2304 eV

XYZ file:
```
21
Properties=species:S:1:pos:R:3:forces:R:3
C 0.59524 -1.14037 -0.58427 1.272 0.533 -0.431
C 0.43069 1.16913 0.18030 -0.433 0.534 -0.670
C -0.87630 -1.23527 -0.45822 0.881 -0.224 -0.576
C 1.23822 -0.05517 0.33221 -0.472 -0.600 2.335
C -3.22637 -0.33514 -0.11970 5.438 -1.779 0.252
C -1.59965 -0.24245 0.04172 -5.209 -0.963 -0.798
C 2.66476 0.25521 -0.02669 0.014 0.615 2.526
N -0.93254 0.89090 0.66037 -0.936 0.469 0.228
O -4.11550 0.51573 0.00939 -1.635 2.500 0.658
H 0.91807 -2.15206 -0.38290 0.861 -0.094 0.182
H 0.92420 -0.91471 -1.67488 -0.701 -0.356 1.565
H 0.67770 2.03633 0.77988 0.890 0.100 -0.062
H 0.31225 1.44115 -0.85617 0.151 0.358 -0.480
H -1.23873 -2.18034 -0.86698 -0.701 0.677 0.099
H 1.09339 -0.27208 1.48685 0.611 -0.330 -2.073
H -3.66655 -1.30405 -0.41390 0.543 -0.036 0.021
H 2.66852 0.23568 -1.04866 0.727 0.158 -2.765
H 3.28381 -0.50299 0.37800 0.811 -0.859 0.057
H 3.08070 1.21161 0.36500 -0.642 -0.509 -0.285
H -0.84617 0.79948 1.66670 -0.350 -0.488 0.454
H -1.38574 1.77943 0.53197 -1.120 0.292 -0.235
```
Positions in Å, forces in eV/Å.

---

# 3
DFT (ωB97M-V/def2-TZVPD) results for a 2-piece molecular cluster, C7H12NO2 overall in a non-equilibrium geometry.

Output
Relative energy (zero: lowest compared OMol25 entry of this formula, charge and spin) ... 40.15 kcal/mol
Total charge ... +1
Max |F| ... 1.71 eV/A
Kohn-Sham gap ... 0.322 Ha
E_LUMO ... -3.9 eV
DFT total energy ... -13030.6718 eV

XYZ file:
```
22
Properties=species:S:1:pos:R:3:forces:R:3
C 3.00184 1.17215 -0.50738 -0.322 -0.058 -0.031
C 1.70382 0.87305 -0.58859 0.324 0.312 -0.191
C -2.48675 0.33740 0.04532 1.604 -0.160 0.577
C 3.78957 0.07043 0.11154 0.225 -0.165 0.108
C 2.78227 -1.08494 0.22922 0.167 -0.281 0.046
C 1.44921 -0.45002 -0.04153 -0.447 0.313 0.174
C -4.71483 -0.40514 -0.20323 -1.286 0.173 0.191
N 0.25707 -0.84972 0.18474 -0.302 -0.203 -0.024
O -2.88700 1.40331 0.64780 -0.680 -0.240 -0.295
O -3.29559 -0.52476 -0.36912 0.221 -0.004 -0.164
H 3.45633 2.09737 -0.81691 0.028 0.183 -0.072
H 0.92133 1.50091 -0.97755 -0.101 0.145 -0.067
H 4.66870 -0.18041 -0.48235 0.011 -0.037 0.042
H 4.14693 0.38727 1.09488 0.071 -0.030 -0.016
H 2.97083 -1.83013 -0.54770 -0.016 -0.029 0.044
H 2.81462 -1.59364 1.19194 -0.048 -0.022 -0.027
H -4.96913 -0.46802 0.85637 0.164 -0.022 -0.095
H -5.15377 -1.24225 -0.74256 0.180 0.135 0.047
H -5.07516 0.54301 -0.60257 0.153 -0.080 -0.047
H 0.19722 -1.78047 0.59292 0.259 -0.008 0.006
H -2.19061 2.00812 0.95531 0.184 -0.302 -0.154
H -1.38689 0.01649 -0.03053 -0.388 0.382 -0.051
```
Positions in Å, forces in eV/Å.

---

# 4
DFT (ωB97M-V/def2-TZVPD) results for C7H12O as an isolated structure in a non-equilibrium geometry.

Output
Relative energy (zero: lowest compared OMol25 entry of this formula, charge and spin) ... 84.57 kcal/mol
Total charge ... -1
⟨S²⟩ ... 0.760
Max |F| ... 4.43 eV/A
Kohn-Sham gap (spin up / spin down) ... 0.176 / 0.238 Ha
E_LUMO (spin up / spin down) ... 4.2 / 4.2 eV
Multiplicity ... 2
DFT total energy ... -9495.8718 eV

XYZ file:
```
20
Properties=species:S:1:pos:R:3:forces:R:3
C -1.68050 -0.19715 1.37357 1.648 -1.325 0.711
C -2.32291 0.27653 0.07964 1.456 0.754 0.007
C -1.45083 -0.24042 -1.16035 -3.324 -2.557 0.479
C 3.26622 -0.29068 0.25060 3.439 -0.399 0.481
C 2.12640 0.33805 0.06459 -3.573 -1.147 -0.491
O 1.94315 1.61161 0.43178 1.933 1.103 0.646
C 0.92293 -0.35207 -0.41957 2.683 -0.799 3.437
C -0.11672 0.22845 -1.12730 1.254 2.841 -0.092
H -1.12917 -1.14932 1.08768 -0.791 0.715 0.911
H -2.22687 -0.32373 2.33081 -0.532 -0.214 -0.873
H -0.85677 0.44820 1.72675 -0.165 0.040 -0.666
H -3.40296 0.07759 0.02197 0.325 -0.177 -0.258
H -2.11627 1.35771 0.04039 -0.687 -0.064 -0.109
H -2.04152 0.16028 -1.97305 0.099 -0.124 -0.782
H -1.62751 -1.44657 -1.17388 0.365 1.822 0.008
H 3.40382 -1.35116 0.05389 -0.198 0.279 -0.107
H 4.16417 0.30002 0.50474 -0.510 -0.479 0.149
H 1.18415 1.90535 -0.03582 -1.820 0.421 -0.858
H 1.10715 -1.40477 -0.35818 -0.288 -1.369 0.087
H 0.85405 0.05209 -1.71826 -1.313 0.677 -2.676
```
Positions in Å, forces in eV/Å.

---

# 5
DFT (ωB97M-V/def2-TZVPD) results for an isolated molecule of C7H12O in a non-equilibrium geometry.

Output
Relative energy (zero: lowest compared OMol25 entry of this formula, charge and spin) ... 28.18 kcal/mol
Max |F| ... 1.88 eV/A
SMILES ... CC/C(C)=C/C=C/O
Kohn-Sham gap ... 0.357 Ha
E_LUMO ... 0.9 eV
DFT total energy ... -9499.5967 eV

XYZ file:
```
20
Properties=species:S:1:pos:R:3:forces:R:3
C -1.84492 -1.43725 -1.34638 -0.443 -0.666 0.383
C -1.28351 -1.61681 0.08056 0.578 0.041 0.017
C -0.13389 -0.66314 0.36549 -0.697 -0.029 0.252
C 1.25572 -1.20638 0.24598 -0.260 0.216 -0.144
C -0.39417 0.60214 0.67883 0.785 1.092 0.075
C 0.62840 1.66489 0.99125 -0.944 -1.567 0.442
C 1.20431 2.44203 0.11066 0.718 0.801 0.028
O 2.16219 3.34311 0.51744 0.037 0.403 -0.238
H -1.71329 -2.33910 -1.94214 0.509 0.153 -0.258
H -1.43544 -0.54851 -1.81689 0.016 -0.107 -0.203
H -2.92784 -1.36042 -1.31284 -0.183 0.389 0.076
H -0.92426 -2.63428 0.24901 -0.025 -0.068 -0.199
H -2.05909 -1.47986 0.82172 -0.275 0.243 0.134
H 1.31740 -1.75929 -0.68864 0.220 -0.183 -0.105
H 1.49780 -1.89143 1.06860 -0.033 0.144 -0.144
H 1.94935 -0.37197 0.21303 0.309 -0.168 0.108
H -1.39284 1.00701 0.79504 -0.383 -0.526 -0.105
H 0.84792 1.74414 2.05372 0.270 0.356 -0.138
H 1.03065 2.44661 -0.95391 -0.267 -0.287 -0.178
H 2.21553 4.05851 -0.13054 0.069 -0.234 0.199
```
Positions in Å, forces in eV/Å.

---

# 6
DFT (ωB97M-V/def2-TZVPD) results for a 2-piece molecular cluster, C7H12O overall in a non-equilibrium geometry.

Output
Relative energy (zero: lowest compared OMol25 entry of this formula, charge and spin) ... 71.22 kcal/mol
Max |F| ... 3.64 eV/A
SMILES ... C=CC(=C)C(=C)C.O
Kohn-Sham gap ... 0.376 Ha
E_LUMO ... 0.8 eV
DFT total energy ... -9497.7302 eV

XYZ file:
```
20
Properties=species:S:1:pos:R:3:forces:R:3
C -1.87656 -0.79881 -0.13962 -0.410 3.278 -0.722
C -1.16422 0.37431 -0.30718 -2.398 -2.509 0.140
C 0.29413 0.43086 -0.12374 1.171 -0.950 0.003
C 1.20214 0.49356 -1.08782 1.977 1.579 -1.380
C 0.72004 0.29546 1.29954 -0.564 0.613 0.140
C 0.90530 -0.84431 1.95882 1.037 -0.370 0.062
C 0.68003 1.60856 2.01001 0.250 -0.412 2.062
H -2.93758 -0.91567 -0.29374 -0.627 1.391 -0.354
H -1.69968 -1.78576 0.11830 2.337 -1.590 0.714
H -1.74675 1.27518 -0.56868 0.510 -0.501 0.025
H 1.12958 0.67079 -2.16866 -1.359 -0.384 0.386
H 2.29823 0.66900 -0.96536 -0.869 -0.726 1.108
H 1.09555 -1.77868 1.43979 -0.528 0.011 -0.150
H 1.10362 -0.90998 3.04411 -0.174 0.437 -0.666
H 1.46044 2.32793 1.76212 0.718 -0.558 0.022
H 0.71276 1.29668 3.10320 -0.036 1.216 -1.080
H -0.16462 2.23845 1.78575 -0.997 -0.273 0.075
O -0.49668 -1.30704 -2.95898 -0.455 1.148 2.610
H -0.46311 -0.95403 -1.96310 -0.304 -1.200 -3.418
H -1.38015 -1.03526 -3.28205 0.722 -0.199 0.423
```
Positions in Å, forces in eV/Å.

---

# 7
DFT (ωB97M-V/def2-TZVPD) results for a 2-piece molecular cluster, C7H12O overall in a non-equilibrium geometry.

Output
Relative energy (zero: lowest compared OMol25 entry of this formula, charge and spin) ... 47.94 kcal/mol
Total charge ... +1
⟨S²⟩ ... 0.771
Max |F| ... 6.18 eV/A
Kohn-Sham gap (spin up / spin down) ... 0.341 / 0.193 Ha
E_LUMO (spin up / spin down) ... -4.5 / -8.5 eV
Multiplicity ... 2
DFT total energy ... -9489.0383 eV

XYZ file:
```
20
Properties=species:S:1:pos:R:3:forces:R:3
C -0.52707 1.73413 1.69795 3.818 2.329 -0.120
C -0.93645 1.10174 0.44987 -2.540 2.049 -0.657
C -1.93790 1.75738 -0.16734 0.317 -0.802 -0.576
C -1.15681 -1.25436 0.25192 -1.950 -5.147 0.987
C -0.45894 -0.22128 -0.10028 2.793 5.214 -1.784
C 0.73228 -0.02820 -1.01528 -1.453 0.046 4.104
C 0.75616 -0.63363 -2.18957 0.285 0.173 0.857
H -0.98772 1.34661 2.55364 -0.499 -0.838 1.359
H -0.70081 2.89060 1.70161 0.253 -2.274 -0.207
H 0.61077 1.58782 1.74043 -1.355 0.369 0.696
H -2.36238 1.32308 -1.04551 -0.355 -0.012 -0.708
H -2.40387 2.70682 0.16839 0.651 -0.864 0.054
H -0.70918 -2.24910 0.28903 0.235 0.062 -0.314
H -2.18466 -1.31687 0.61668 0.238 0.834 -0.055
H 1.51793 0.62022 -0.51995 -0.992 -0.486 -1.277
H 1.60280 -0.52258 -2.74818 2.002 0.233 -1.800
H -0.00208 -1.25191 -2.53299 -1.388 -0.951 -0.559
H 3.27290 -3.30548 0.37784 0.816 -0.372 0.492
H 3.12440 -1.70855 0.39021 -0.111 -1.814 -0.241
O 2.75062 -2.57645 0.08153 -0.764 2.250 -0.250
```
Positions in Å, forces in eV/Å.

---

# 8
DFT (ωB97M-V/def2-TZVPD) results for an isolated molecule of C7H12O2 in a non-equilibrium geometry.

Output
Relative energy (zero: lowest compared OMol25 entry of this formula, charge and spin) ... 47.53 kcal/mol
Max |F| ... 3.44 eV/A
Kohn-Sham gap ... 0.290 Ha
E_LUMO ... 0.8 eV
DFT total energy ... -11546.3426 eV

XYZ file:
```
21
Properties=species:S:1:pos:R:3:forces:R:3
C 0.82749 0.56996 -0.06743 1.725 -1.039 -0.731
C -1.30589 0.17750 -0.18752 0.082 -0.188 -1.777
C 1.88122 1.51506 0.36738 0.843 0.352 0.107
C -2.34984 0.02373 -1.25321 0.152 -0.625 -0.134
C -1.81952 0.15255 1.23358 0.731 -0.895 -0.057
C 2.14590 -1.61040 -0.10383 -0.030 0.179 -0.697
C 0.93270 -0.76997 -0.40355 0.140 2.521 2.335
O -0.38817 1.15253 -0.47113 -0.800 -1.503 0.565
O -0.20694 -1.36252 -0.64580 -2.325 1.257 0.470
H 2.73993 1.49607 -0.30461 0.132 -0.044 -0.103
H 2.28340 1.29903 1.36072 -0.110 -0.136 0.069
H 1.57969 2.56496 0.40206 -0.399 -0.237 -0.133
H -2.21737 -0.83437 1.47026 -0.015 0.006 -0.002
H -3.26868 0.54964 -0.99920 -0.009 0.085 -0.024
H -1.96517 0.33248 -2.22404 0.008 0.194 0.154
H -2.55493 -1.04632 -1.34507 -0.239 0.149 0.125
H -2.63097 0.87625 1.34226 0.114 0.027 -0.283
H -1.03610 0.39964 1.94485 0.101 -0.028 -0.011
H 2.08455 -2.53306 -0.67824 -0.016 -0.098 0.083
H 3.06509 -1.10362 -0.39649 0.013 0.072 0.079
H 2.20362 -1.84914 0.95899 -0.098 -0.048 -0.037
```
Positions in Å, forces in eV/Å.

---

# 9
DFT (ωB97M-V/def2-TZVPD) results for a 2-piece molecular cluster, C7H12O2 overall in a non-equilibrium geometry.

Output
Relative energy (zero: lowest compared OMol25 entry of this formula, charge and spin) ... 77.40 kcal/mol
Max |F| ... 3.57 eV/A
Kohn-Sham gap (spin up / spin down) ... 0.299 / 0.299 Ha
E_LUMO (spin up / spin down) ... 0.8 / 0.8 eV
DFT total energy ... -11545.0474 eV

XYZ file:
```
21
Properties=species:S:1:pos:R:3:forces:R:3
C -2.48092 -0.40626 -0.12909 2.476 -2.551 -0.283
C -0.24417 -1.28451 0.05848 -2.642 1.990 -0.265
C 0.61894 -0.46421 -0.78295 0.150 0.801 0.335
C -2.63885 0.86055 0.61324 -0.401 0.336 0.171
C -0.04408 -1.87148 1.40800 0.126 -0.171 -0.215
C 0.00721 0.59065 -1.67954 0.120 -0.390 0.119
C 2.06253 -0.20886 -0.40628 -0.259 -0.291 -0.118
O -3.25084 -1.05600 -0.75335 0.250 0.782 0.425
O 0.25940 -1.81438 -1.10506 -0.130 -0.787 -0.201
H -3.68438 0.99753 0.89658 -0.025 0.046 -0.005
H -2.34672 1.67253 -0.05085 0.070 0.069 -0.036
H -2.00096 0.88459 1.49093 0.081 -0.047 0.000
H -0.27763 -1.13219 2.17107 -0.041 0.028 0.035
H 0.98953 -2.19996 1.54232 0.071 -0.026 0.030
H -0.69320 -2.73356 1.53926 -0.048 -0.073 0.067
H -0.98418 0.27392 -1.98983 -0.062 0.018 -0.054
H 0.61961 0.73437 -2.56784 0.070 0.058 -0.074
H -0.06157 1.53623 -1.14470 0.019 0.123 0.004
H 2.51612 -1.10602 0.00764 0.037 -0.025 0.061
H 2.10741 0.58531 0.33734 0.058 0.093 0.039
H 2.63685 0.09879 -1.27851 0.079 0.019 -0.035
```
Positions in Å, forces in eV/Å.

---

# 10
DFT (ωB97M-V/def2-TZVPD) results for an isolated ion of composition C7H12O2P and charge -1 in a non-equilibrium geometry.

Output
Relative energy (zero: lowest compared OMol25 entry of this formula, charge and spin) ... 98.13 kcal/mol
Total charge ... -1
Max |F| ... 5.59 eV/A
SMILES ... CCOP([O-])C=C=C(C)C
Kohn-Sham gap ... 0.222 Ha
E_LUMO ... 3.4 eV
DFT total energy ... -20835.8265 eV

XYZ file:
```
22
Properties=species:S:1:pos:R:3:forces:R:3
C 0.52088 -1.72144 2.49973 4.081 -0.632 -0.094
C 0.01168 -0.50977 1.82082 -1.017 -0.012 -1.947
O 0.81132 0.62285 1.99749 -1.570 -0.221 0.327
P 2.32039 0.69025 1.31022 0.671 -2.122 0.056
O 2.69943 2.09435 1.56605 0.950 2.254 0.466
C 1.82036 0.87526 -0.46737 -3.908 -0.570 -3.962
C 0.63316 0.48243 -1.18257 4.154 1.992 2.186
C -0.59771 0.40425 -1.67836 0.466 -0.802 -0.492
C -1.04229 -0.65006 -2.74864 -0.519 -0.990 2.195
C -1.63101 1.43146 -1.19801 0.145 -1.461 1.605
H 1.66952 -2.01814 2.31733 -2.394 1.003 -0.475
H 0.63171 -1.51677 3.52933 -0.612 -0.074 1.572
H -0.00564 -2.59908 2.26056 -1.088 -1.111 0.038
H -1.03580 -0.31923 2.11995 0.421 0.324 0.695
H -0.21760 -0.74580 0.74581 0.862 0.257 0.454
H 2.63349 1.56050 -0.92353 -1.674 -1.157 0.184
H -1.41507 -0.11742 -3.63119 -0.037 -0.487 0.087
H -0.28152 -1.40945 -2.96322 0.466 0.821 -0.378
H -1.80655 -1.40477 -2.30736 0.355 1.673 -0.681
H -1.05968 2.36833 -1.09762 -1.043 -0.067 0.109
H -2.54910 1.40186 -1.76063 -0.008 0.699 -1.126
H -2.10998 1.08038 -0.20876 1.299 0.683 -0.819
```
Positions in Å, forces in eV/Å.